P | DFT (ωB97M-V/def2-TZVPD) results for a 2-piece molecular cluster, C2H12N4 overall.

Last column: natural (NBO) charge in e.
Positions of all 18 atoms, in Å:
H -2.236 1.227 -1.318  0.19
H 1.943 -1.293 0.155  0.37
H 0.389 0.888 2.463  0.35
N 0.112 -0.027 2.620  -0.85
N 1.336 -0.850 0.742  -0.89
H 0.143 0.571 -3.014  0.35
N -1.113 -0.480 -1.177  -0.86
H -1.308 0.998 -3.538  0.36
H -0.579 1.630 -0.811  0.13
C -1.198 0.980 -1.517  -0.05
H 0.979 -0.003 0.304  0.36
H 1.525 -1.922 2.630  0.19
H -0.262 -0.907 -1.533  0.35
N -0.621 1.242 -2.804  -0.83
H -0.775 -0.183 2.185  0.36
H 2.248 -0.365 2.773  0.16
H -1.096 -0.594 -0.166  0.36
C 1.369 -0.853 2.219  -0.04

## Properties
total charge = 0
SMILES = NCN.NCN
HOMO energy = -8.98 eV

***

Q | DFT (ωB97M-V/def2-TZVPD) results for a 2-piece molecular cluster, C2H12N4 overall.

Last column: natural (NBO) charge in e.
Positions of all 18 atoms, in Å:
N 3.057 0.234 1.660  -0.85
H 3.325 -0.714 1.478  0.36
C -2.835 -1.198 -0.312  -0.05
H -1.039 -2.005 -0.827  0.37
N -3.131 0.248 -0.635  -0.87
H -2.261 -2.209 -2.053  0.37
N -1.999 -2.050 -1.104  -0.86
H 3.810 1.128 -0.112  0.17
H -3.827 -1.645 -0.237  0.16
H -2.398 -1.202 0.681  0.16
H 1.727 0.988 -1.053  0.36
H 2.129 0.272 2.066  0.36
N 1.671 1.213 -0.070  -0.87
H -2.532 0.753 -1.278  0.36
H 3.200 2.195 1.002  0.17
H -3.031 0.683 0.265  0.35
C 2.959 1.217 0.580  -0.07
H 1.175 2.093 -0.051  0.36

## Properties
total charge = 0
SMILES = NCN.NCN
HOMO energy = -9.01 eV

***

R | DFT (ωB97M-V/def2-TZVPD) results for a 2-piece molecular cluster, C2H12N4 overall.

Last column: natural (NBO) charge in e.
Positions of all 18 atoms, in Å:
N -2.001 -0.363 -0.425  -0.91
H -1.972 1.746 -0.427  0.16
N 2.329 -1.336 -0.248  -0.84
H -1.915 -0.967 0.372  0.37
H -3.672 0.764 -2.007  0.35
N 3.226 -0.005 1.577  -0.89
C 2.995 -0.129 0.162  -0.04
N -3.850 1.114 -1.072  -0.82
C -2.654 0.906 -0.270  -0.05
H 3.934 -0.034 -0.401  0.17
H 2.408 0.706 -0.269  0.15
H -2.954 0.939 0.776  0.18
H -1.606 -0.808 -1.233  0.38
H 3.758 0.796 1.854  0.37
H 1.325 -1.316 -0.072  0.35
H 2.707 -2.161 0.199  0.36
H -4.561 0.496 -0.699  0.35
H 2.500 -0.347 2.182  0.37

## Properties
total charge = 0
SMILES = NCN.NCN
HOMO energy = -8.83 eV

***

We find R to be the most stable, with the next structure 0.0097 hartree higher.